No. 1
Here is a 6-piece molecular cluster, C35H78N2O24P5 overall in a non-equilibrium geometry from OMol25. Energies are from wB97M-V/def2-TZVPD.

- HOMO energy: -10.576 eV
- Energy: -136095.54963 eV
- F_max: 9.680 eV/A
- Lowest unoccupied orbital energy: -5.39 eV

Structure (ORCA input):
```
! wB97M-V def2-TZVPD RIJCOSX def2/J DEFGRID3
* xyz 1 1
C -2.757 2.697 -1.299
C -3.356 3.902 -0.407
C -2.613 5.316 -0.603
C -1.785 5.792 0.727
C -0.251 5.947 0.275
C 0.753 6.447 1.425
C 0.602 5.700 2.838
C 1.842 4.685 3.064
C 1.426 3.174 3.410
C 0.298 2.542 2.459
C 0.853 1.798 1.145
C 1.722 2.713 0.144
C 1.246 2.463 -1.403
C 2.049 1.141 -1.881
C 3.502 1.337 -2.413
C 4.278 2.715 -2.580
O 5.309 2.692 -3.310
O 3.922 3.955 -1.993
C 4.272 0.023 -2.826
C 3.585 -1.352 -2.685
N 2.219 -1.427 -2.203
C 1.432 -0.278 -1.797
C -0.079 -0.568 -1.274
O -0.740 -1.282 -2.394
N -0.459 -0.530 -3.500
O -0.962 -1.017 -4.461
H -1.953 3.090 -2.011
H -2.321 1.860 -0.626
H -3.557 2.172 -1.945
H -4.462 4.018 -0.725
H -3.355 3.535 0.690
H -3.413 6.095 -0.864
H -1.891 5.201 -1.495
H -2.221 6.734 1.204
H -1.822 4.871 1.428
H 0.063 4.983 -0.256
H -0.239 6.770 -0.544
H 0.625 7.572 1.583
H 1.830 6.308 1.019
H 0.719 6.518 3.650
H -0.416 5.222 3.025
H 2.597 4.684 2.189
H 2.450 5.068 3.973
H 1.085 3.081 4.498
H 2.373 2.517 3.295
H -0.237 1.728 3.088
H -0.516 3.272 2.125
H -0.070 1.337 0.617
H 1.510 0.911 1.461
H 2.819 2.341 0.181
H 1.762 3.821 0.410
H 1.461 3.372 -2.063
H 0.103 2.303 -1.441
H 3.593 4.546 -2.711
H 5.343 0.100 -3.205
H 4.146 -2.309 -2.958
H 1.763 -2.352 -2.118
H -0.094 -1.171 -0.305
H -0.679 0.412 -1.163
C 4.033 7.770 -0.901
O 5.035 8.714 -0.569
P 4.730 10.223 0.195
O 3.277 9.887 0.530
O 4.853 11.011 -1.230
C 4.005 10.683 -2.315
O 4.579 11.743 0.983
C 4.614 11.678 2.406
H 4.172 6.878 -0.284
H 3.012 8.121 -0.794
H 4.183 7.488 -1.948
H 3.027 10.334 -1.970
H 4.490 9.910 -2.922
H 3.869 11.575 -2.925
H 5.405 11.004 2.741
H 3.649 11.339 2.789
H 4.816 12.678 2.794
C -5.808 -0.761 -3.767
O -5.962 -2.040 -4.358
P -5.684 -3.527 -3.544
O -5.574 -2.882 -2.163
O -4.220 -3.683 -4.253
C -3.228 -2.689 -4.084
O -5.477 -5.087 -2.852
C -6.633 -5.601 -2.196
H -6.790 -0.288 -3.693
H -5.337 -0.759 -2.790
H -5.191 -0.161 -4.443
H -3.313 -2.197 -3.110
H -3.326 -1.953 -4.889
H -2.250 -3.163 -4.157
H -7.526 -5.421 -2.797
H -6.744 -5.136 -1.214
H -6.508 -6.677 -2.065
C -7.482 -5.041 2.411
O -7.675 -6.273 1.735
P -7.447 -7.820 2.448
O -7.316 -7.242 3.856
O -5.986 -7.953 1.729
C -4.984 -6.976 1.942
O -7.223 -9.395 3.099
C -8.367 -9.933 3.756
H -8.450 -4.543 2.515
H -7.015 -5.119 3.386
H -6.845 -4.418 1.777
H -5.060 -6.532 2.939
H -5.075 -6.201 1.174
H -4.010 -7.458 1.842
H -9.270 -9.744 3.171
H -8.470 -9.493 4.750
H -8.234 -11.011 3.858
C -0.723 -5.365 5.749
O -1.086 -6.712 5.994
P -2.588 -7.206 6.672
O -3.230 -5.825 6.543
O -1.899 -7.416 8.138
C -1.247 -6.342 8.791
O -4.051 -7.847 7.305
C -5.065 -8.085 6.331
H -0.649 -5.214 4.668
H -1.394 -4.624 6.168
H 0.269 -5.211 6.183
H -1.703 -5.381 8.538
H -0.189 -6.346 8.509
H -1.325 -6.499 9.867
H -4.639 -8.557 5.443
H -5.548 -7.146 6.056
H -5.811 -8.754 6.761
C 9.960 -4.550 -6.319
O 8.715 -4.442 -5.648
P 7.834 -2.979 -5.463
O 8.705 -2.195 -6.441
O 8.361 -2.811 -3.926
C 9.748 -2.741 -3.640
O 6.830 -1.599 -5.230
C 5.921 -1.352 -6.297
H 9.820 -5.146 -7.224
H 10.425 -3.606 -6.582
H 10.641 -5.091 -5.656
H 10.304 -2.277 -4.459
H 10.122 -3.753 -3.454
H 9.881 -2.144 -2.738
H 5.455 -2.285 -6.624
H 6.443 -0.884 -7.134
H 5.143 -0.674 -5.942
*
```



No. 2
Here is C35H79F3O12Si2 as an isolated structure in a non-equilibrium geometry from OMol25. Energies are from wB97M-V/def2-TZVPD.

- HOMO energy: -9.141 eV
- Energy: -86052.05680 eV
- F_max: 3.781 eV/A
- Lowest unoccupied orbital energy: 0.48 eV

Structure (ORCA input):
```
! wB97M-V def2-TZVPD RIJCOSX def2/J DEFGRID3
* xyz 0 1
C -4.386 2.508 6.893
C -5.371 1.421 6.421
C -5.111 1.138 4.898
C -4.550 -0.288 4.695
C -4.843 -0.751 3.233
C -3.590 -1.390 2.569
C -2.783 -0.311 1.782
C -3.128 -0.405 0.291
C -2.120 0.190 -0.730
C -0.868 0.915 -0.189
C -0.959 2.477 -0.362
Si 0.401 3.225 -1.429
C 1.883 3.734 -0.358
C 2.878 2.566 -0.363
O 2.315 1.407 0.304
C 3.347 0.709 0.883
O 4.112 0.126 0.246
O 1.039 2.177 -2.550
C 0.069 1.548 -3.390
C 0.459 0.057 -3.522
O -0.290 4.501 -2.293
Si -0.304 6.008 -1.568
C -1.163 6.067 0.119
C -2.290 7.123 0.237
C -3.656 6.608 -0.138
F -4.598 7.371 0.391
F -3.803 6.674 -1.456
F -3.894 5.371 0.232
H -3.374 2.103 6.917
H -4.679 2.884 7.875
H -4.431 3.346 6.198
H -6.395 1.798 6.484
H -5.300 0.507 7.007
H -6.057 1.238 4.366
H -4.393 1.864 4.517
H -5.066 -0.980 5.360
H -3.471 -0.330 4.844
H -5.209 0.070 2.613
H -5.629 -1.511 3.234
H -3.969 -2.173 1.907
H -2.975 -1.888 3.320
H -3.022 0.648 2.247
H -1.737 -0.550 1.980
H -4.127 0.021 0.161
H -3.255 -1.465 0.063
H -2.662 0.900 -1.359
H -1.806 -0.600 -1.414
H -0.032 0.610 -0.824
H -0.567 0.666 0.824
H -0.871 2.900 0.644
H -1.920 2.790 -0.781
H 1.580 3.993 0.658
H 2.436 4.570 -0.789
H 3.222 2.350 -1.374
H 3.761 2.888 0.204
H 3.394 0.762 1.981
H -0.949 1.602 -2.984
H 0.057 1.996 -4.386
H -0.346 -0.609 -3.205
H 0.721 -0.183 -4.550
H 1.296 -0.151 -2.860
H 1.100 6.422 -1.355
H -0.890 7.047 -2.439
H -1.572 5.114 0.459
H -0.405 6.344 0.855
H -2.302 7.472 1.270
H -2.117 8.012 -0.370
C -10.213 5.073 -0.448
O -10.374 6.304 0.237
C -10.436 6.149 1.648
C -9.114 6.488 2.306
O -8.098 5.564 1.947
C -7.224 6.062 0.944
H -9.925 5.296 -1.475
H -9.438 4.453 0.006
H -11.160 4.522 -0.461
H -10.750 5.135 1.913
H -11.198 6.845 2.013
H -9.237 6.423 3.392
H -8.812 7.511 2.060
H -6.539 6.790 1.376
H -7.774 6.520 0.119
H -6.646 5.224 0.555
C 3.171 -5.169 -5.197
O 3.279 -5.387 -3.800
C 3.860 -4.282 -3.120
C 2.809 -3.433 -2.434
O 1.956 -2.791 -3.372
C 0.706 -3.446 -3.509
H 2.503 -5.927 -5.604
H 2.761 -4.182 -5.425
H 4.153 -5.274 -5.671
H 4.459 -3.677 -3.806
H 4.531 -4.690 -2.357
H 3.315 -2.643 -1.868
H 2.227 -4.034 -1.729
H 0.076 -3.232 -2.638
H 0.824 -4.527 -3.618
H 0.215 -3.057 -4.400
C 5.936 -1.431 1.775
O 7.017 -2.259 2.176
C 6.940 -2.654 3.537
C 6.411 -4.068 3.676
O 5.057 -4.163 3.254
C 4.920 -4.706 1.951
H 5.931 -1.382 0.691
H 4.975 -1.825 2.112
H 6.075 -0.418 2.170
H 6.324 -1.955 4.110
H 7.956 -2.619 3.941
H 6.437 -4.350 4.733
H 7.040 -4.771 3.122
H 5.084 -5.789 1.975
H 5.614 -4.246 1.244
H 3.901 -4.514 1.615
C 5.792 -7.258 -3.558
O 6.718 -6.401 -4.209
C 7.836 -6.074 -3.397
C 9.054 -6.899 -3.763
O 8.861 -8.275 -3.468
C 8.538 -9.046 -4.613
H 5.113 -7.655 -4.311
H 6.290 -8.094 -3.060
H 5.210 -6.691 -2.829
H 7.594 -6.193 -2.337
H 8.064 -5.017 -3.575
H 9.901 -6.558 -3.160
H 9.311 -6.760 -4.817
H 9.433 -9.208 -5.224
H 7.764 -8.570 -5.218
H 8.168 -10.013 -4.272
*
```



No. 3
Here is C35H81ClN5O16S3 as an isolated structure in a non-equilibrium geometry from OMol25. Energies are from wB97M-V/def2-TZVPD.

- HOMO energy: -5.547 eV
- Energy: -122842.47131 eV
- F_max: 2.355 eV/A
- Lowest unoccupied orbital energy: 1.80 eV

Structure (ORCA input):
```
! wB97M-V def2-TZVPD RIJCOSX def2/J DEFGRID3
* xyz -1 1
C 2.818 -8.661 2.984
C 2.261 -7.487 3.750
O 1.610 -7.651 4.782
O 2.554 -6.251 3.255
C 1.398 -5.608 2.659
C 1.167 -6.087 1.240
C 2.241 -5.531 0.316
C 2.078 -5.958 -1.146
C 3.423 -5.991 -1.878
S 3.459 -4.807 -3.229
O 2.628 -3.690 -2.839
O 3.003 -5.526 -4.391
N 5.007 -4.388 -3.209
S 5.692 -4.097 -4.616
O 6.225 -5.290 -5.237
O 4.949 -3.255 -5.524
C 7.072 -3.096 -4.089
C 8.323 -3.910 -3.799
C 9.393 -3.165 -2.985
C 9.612 -1.719 -3.416
S 10.173 -0.710 -2.035
O 9.982 0.659 -2.415
O 9.507 -1.100 -0.833
Cl 12.166 -1.113 -1.837
H 3.763 -8.935 3.444
H 3.021 -8.414 1.950
H 2.120 -9.481 3.053
H 1.647 -4.557 2.608
H 0.536 -5.771 3.296
H 1.119 -7.171 1.188
H 0.212 -5.697 0.891
H 3.227 -5.794 0.686
H 2.182 -4.444 0.352
H 1.600 -6.930 -1.223
H 1.405 -5.252 -1.620
H 3.531 -6.957 -2.356
H 4.274 -5.829 -1.231
H 7.262 -2.442 -4.935
H 6.818 -2.452 -3.254
H 8.749 -4.340 -4.695
H 8.017 -4.763 -3.198
H 9.180 -3.266 -1.929
H 10.331 -3.690 -3.151
H 8.720 -1.198 -3.739
H 10.363 -1.673 -4.195
C -0.423 -1.769 1.889
O -1.037 -3.046 1.778
C -2.052 -3.289 2.738
C -3.421 -3.319 2.091
N -3.816 -1.992 1.642
C -5.002 -1.956 0.791
C -4.948 -2.679 -0.552
O -4.068 -2.096 -1.494
C -2.709 -2.490 -1.389
H 0.443 -1.763 1.230
H -1.102 -0.970 1.568
H -0.089 -1.574 2.905
H -2.015 -2.556 3.551
H -1.855 -4.275 3.171
H -4.154 -3.684 2.818
H -3.377 -4.040 1.263
H -3.046 -1.581 1.132
H -5.208 -0.904 0.593
H -5.852 -2.343 1.364
H -5.944 -2.598 -0.996
H -4.745 -3.752 -0.450
H -2.608 -3.519 -1.037
H -2.150 -1.820 -0.730
H -2.264 -2.418 -2.381
C -2.339 4.105 4.086
O -3.468 4.766 3.550
C -3.205 5.494 2.357
C -3.858 4.840 1.158
N -3.205 3.583 0.820
C -3.918 2.772 -0.164
C -5.306 2.253 0.197
O -5.320 1.283 1.227
C -5.315 1.796 2.546
H -2.614 3.735 5.073
H -2.035 3.250 3.472
H -1.492 4.789 4.193
H -2.131 5.624 2.198
H -3.645 6.487 2.489
H -3.790 5.518 0.302
H -4.922 4.702 1.399
H -3.090 3.036 1.662
H -3.290 1.904 -0.375
H -3.988 3.341 -1.097
H -5.693 1.742 -0.689
H -6.019 3.059 0.419
H -5.847 2.749 2.617
H -4.296 1.910 2.925
H -5.816 1.067 3.183
C -7.005 5.150 -2.468
O -6.558 6.444 -2.823
C -5.166 6.651 -2.621
C -4.427 6.766 -3.937
N -4.379 5.485 -4.630
C -3.901 5.557 -6.008
C -4.713 6.369 -7.013
O -5.980 5.821 -7.326
C -7.023 6.148 -6.428
H -8.093 5.154 -2.493
H -6.649 4.392 -3.175
H -6.679 4.882 -1.458
H -4.734 5.865 -1.995
H -5.061 7.599 -2.085
H -3.404 7.103 -3.743
H -4.933 7.539 -4.531
H -5.305 5.079 -4.633
H -3.848 4.532 -6.381
H -2.876 5.940 -5.998
H -4.154 6.364 -7.953
H -4.813 7.422 -6.723
H -6.894 7.143 -5.996
H -7.108 5.408 -5.627
H -7.958 6.131 -6.988
C 5.690 2.072 3.170
O 5.203 2.105 4.500
C 4.561 3.319 4.862
C 3.070 3.119 5.040
N 2.413 2.872 3.764
C 1.027 2.427 3.870
C 0.743 1.101 4.570
O 1.214 -0.038 3.877
C 2.576 -0.367 4.099
H 6.304 1.179 3.068
H 4.877 2.013 2.438
H 6.307 2.947 2.952
H 4.769 4.111 4.138
H 4.982 3.626 5.824
H 2.640 4.018 5.493
H 2.934 2.286 5.743
H 2.936 2.172 3.255
H 0.639 2.349 2.851
H 0.449 3.213 4.366
H -0.345 0.989 4.612
H 1.091 1.087 5.610
H 2.900 -0.106 5.109
H 3.226 0.116 3.365
H 2.681 -1.444 3.966
*
```



- Which of these has the lowest lowest unoccupied orbital energy?
  C35H78N2O24P5



- The lowest energy belongs to which entry?
  C35H78N2O24P5